# 1
130
Properties=species:S:1:pos:R:3:forces:R:3 method="wB97M-V/def2-TZVPD" multiplicity=1 energy_ev=-731576.182
Cl 7.222 -3.263 2.466 -0.04 -0.11 -0.08
Cl -8.608 4.304 -6.188 -0.11 0.08 0.01
Cl 0.557 -2.165 1.061 -0.05 -0.15 0.35
Cl -0.208 14.099 -3.907 0.14 -0.08 0.03
Cl 1.007 -4.790 10.097 0.08 0.03 -0.02
Cl 9.070 -2.265 6.829 -0.30 -0.22 0.09
Cl 8.378 -3.051 9.541 0.05 -0.10 -0.14
Cl 2.289 -0.960 3.066 -0.20 -0.04 -0.04
Cl -3.009 -3.282 8.148 0.08 -0.11 0.06
Cl 2.441 9.854 -3.480 0.03 -0.09 -0.05
Cl 1.228 2.199 -5.521 0.05 0.07 -0.01
Cl -10.069 5.804 -8.208 -0.14 -0.08 0.13
Cl 10.221 -9.413 9.264 -0.03 0.09 0.14
Cl -3.090 6.306 -4.279 0.05 -0.02 -0.12
Cl -4.121 -3.827 3.248 -0.05 0.01 -0.08
Cl 13.922 0.141 8.352 -0.05 0.00 -0.14
Cl -6.562 -2.742 2.094 0.11 -0.05 -0.05
Cl 10.012 -6.568 9.837 -0.03 -0.07 0.17
Cl -2.344 3.637 -5.158 -0.12 0.12 -0.12
Cl -11.404 3.698 -6.710 0.09 0.14 0.03
Cl 12.243 -1.681 6.829 0.33 0.21 -0.05
Cl 10.272 -7.084 6.400 -0.09 0.01 -0.18
Cl -4.923 4.747 -5.913 0.10 -0.17 0.11
Cl 2.769 -2.998 11.562 -0.05 -0.03 -0.16
Cl 0.601 5.018 -5.171 0.39 -0.20 -0.05
Cl 7.672 -7.579 5.193 0.08 0.01 -0.08
Cl -6.979 4.972 2.468 0.07 -0.07 -0.11
Cl 11.511 1.124 7.056 0.10 -0.08 -0.05
Cl 3.189 7.184 -4.357 -0.02 0.31 -0.07
Cl 4.472 -2.422 7.457 0.08 0.00 -0.05
Cl 1.967 12.962 -5.468 -0.03 0.05 0.09
Cl 0.609 8.294 -5.114 0.11 0.29 0.00
Cl -6.266 5.734 -0.248 0.05 -0.14 0.06
Cl -2.908 -4.369 10.844 0.08 -0.03 -0.14
Cl 11.944 -8.204 11.271 -0.17 0.01 -0.03
Cl 7.286 -4.516 7.279 0.30 -0.26 0.32
Cl -3.643 -6.083 8.611 0.11 0.08 0.02
Cl 2.504 15.094 -3.564 -0.06 -0.14 0.01
Cl -4.578 7.659 -7.388 0.01 0.27 -0.19
Cl 3.381 -3.886 5.190 0.02 0.03 0.30
Cl -5.897 -5.549 1.716 0.06 0.14 -0.02
Cl 5.161 -1.630 4.746 0.00 -0.06 0.21
Cl -2.148 4.686 -1.050 -0.07 -0.08 0.14
Cl 3.003 3.904 -3.968 -0.06 -0.16 -0.11
Cl -7.221 7.294 -8.541 0.28 0.03 -0.04
Cl 6.803 -5.482 0.633 0.00 0.00 0.15
Cl 0.499 -1.926 10.093 0.10 -0.13 -0.05
Cl -0.703 3.330 1.079 -0.34 0.56 -0.11
Cl 0.341 0.670 1.640 0.04 -0.56 0.20
Cl 4.551 -4.360 2.096 0.29 -0.06 -0.14
Cl -8.047 3.479 0.211 0.14 0.03 0.03
Cl -3.456 2.597 0.495 0.05 -0.01 0.02
Cl -5.638 9.632 -9.245 0.04 -0.15 0.00
Cl 9.199 -5.219 4.445 0.07 -0.20 -0.09
P -0.221 -2.923 -3.209 1.13 0.50 -0.56
P -3.808 -1.273 -3.583 1.25 0.12 -1.08
O -2.616 -2.676 -1.445 0.60 -0.54 -1.45
O -1.445 -4.637 -1.520 -0.16 4.37 -1.70
N -4.917 -2.282 -1.298 1.17 -0.42 0.37
N -3.657 -4.551 -4.098 0.00 0.02 0.73
C 2.308 8.659 -4.777 0.00 -0.05 -0.02
C -2.280 3.920 0.539 0.17 0.16 -0.12
C -5.117 -1.591 -4.915 -1.05 0.61 -0.95
C 1.744 -3.181 10.132 -0.03 0.14 0.04
C 0.686 -0.929 2.319 0.14 0.02 -0.05
C -2.651 -4.711 9.127 -0.04 0.01 0.02
C -5.249 -3.911 1.887 0.07 -0.03 -0.07
C 12.852 -0.025 6.953 0.02 -0.03 0.05
C -0.736 -3.435 -4.988 -0.21 0.33 -0.27
C -3.810 -2.686 -2.259 -3.02 0.73 0.52
C 1.509 13.674 -3.915 -0.02 0.03 -0.02
C -5.588 7.916 -8.818 -0.08 0.03 -0.04
C -0.078 -1.026 -3.292 0.32 0.74 -0.43
C -6.660 4.387 0.829 -0.07 0.03 0.01
C 6.282 -4.728 2.147 -0.11 0.03 -0.05
C 4.775 -2.990 5.809 -0.26 0.09 -0.22
C -4.604 -0.823 -6.263 0.10 0.60 0.61
C -4.324 0.369 -2.771 -0.12 0.71 0.44
C -3.225 5.111 -5.577 -0.07 -0.16 0.02
C 1.898 3.829 -5.348 -0.08 0.06 0.04
C 9.293 -6.915 4.937 0.07 0.06 0.04
C 0.824 -0.469 -2.079 0.13 -0.54 -0.20
C -10.180 4.973 -6.650 0.00 -0.06 0.00
C 8.682 -3.621 7.895 0.03 0.21 0.00
C -1.547 -3.462 -1.968 -1.12 -3.64 1.28
C 10.345 -8.169 10.515 0.08 -0.07 -0.02
C -4.902 1.460 -3.790 -0.21 0.79 0.53
C -4.264 -4.102 -2.830 -0.14 -0.47 0.49
H 0.825 -1.258 -1.257 -0.02 1.47 -0.93
H -2.629 4.666 1.250 0.05 -0.16 -0.12
H -5.713 -1.933 -1.849 0.54 -0.14 0.51
H 5.629 -3.660 5.831 -0.19 0.23 -0.05
H -4.708 -3.660 0.976 -0.17 -0.02 0.09
H -10.478 5.698 -5.895 0.07 -0.14 -0.15
H -5.150 7.369 -9.650 -0.08 0.11 0.17
H 2.459 4.066 -6.250 -0.10 -0.05 0.18
H -6.142 -1.116 -4.681 1.48 -0.94 -0.04
H -2.813 -5.100 -3.913 -0.42 0.60 -0.34
H -4.508 -1.529 -7.155 -0.23 1.06 1.21
H -4.549 -1.522 -0.694 -0.50 -0.59 -0.67
H 0.457 0.540 -1.706 0.36 -1.40 -0.35
H 0.153 -3.236 -5.694 -1.19 -0.19 1.35
H -5.437 2.254 -3.143 0.82 -1.15 -0.99
H -5.077 0.262 -1.924 0.90 -0.01 -1.05
H 2.368 -3.072 9.247 -0.12 -0.05 0.13
H -5.412 -4.114 -2.931 1.72 0.36 0.23
H 9.600 -8.377 11.280 0.14 0.06 -0.16
H -3.512 -3.810 -4.788 0.15 -0.47 0.50
H -2.781 5.531 -6.477 -0.08 -0.07 0.16
H -1.090 -0.514 -3.385 1.29 -0.62 0.19
H -1.605 -2.780 -5.327 1.00 -1.10 0.27
H -1.605 -4.971 8.983 -0.20 0.08 0.04
H -5.322 0.053 -6.470 1.03 -1.54 -0.04
H 1.681 12.934 -3.136 -0.04 0.13 -0.16
H -5.307 -2.686 -5.156 0.37 1.32 0.55
H -4.009 -4.894 -2.035 -0.43 1.30 -1.05
H 9.770 -7.478 4.137 -0.10 0.10 0.16
H -5.686 1.079 -4.519 1.10 0.32 0.94
H -3.586 -0.321 -6.056 -1.46 -0.94 -0.43
H 2.752 9.080 -5.677 -0.10 -0.05 0.18
H 0.513 -0.797 -4.256 -1.11 -0.56 1.22
H 13.425 0.197 6.056 -0.12 -0.04 0.18
H -3.366 0.821 -2.318 -1.40 -0.81 -0.55
H -4.084 2.030 -4.348 -1.24 -1.17 0.70
H 1.920 -0.340 -2.398 -1.64 -0.23 0.34
H 6.459 -5.432 2.958 0.01 0.12 -0.13
H 9.537 -4.295 7.918 -0.17 0.08 -0.06
H -5.803 3.718 0.866 -0.19 0.14 -0.01
H -0.054 -1.143 3.087 0.13 0.05 -0.16
H -0.945 -4.554 -5.041 0.12 1.60 0.12

# 2
81
Properties=species:S:1:pos:R:3:forces:R:3 method="wB97M-V/def2-TZVPD" charge=+1 multiplicity=1 energy_ev=-68274.740
Cl -3.971 -1.485 -3.409 -0.16 0.02 0.10
P -2.124 -2.116 -3.981 0.49 -0.15 -0.13
O -1.746 -0.855 -4.949 0.04 0.06 0.20
O 4.139 -1.971 1.747 -0.15 0.15 0.15
O 4.931 -3.134 -3.552 0.05 -0.14 -0.20
O -2.413 1.203 0.969 0.07 -0.33 -0.11
O -0.763 -0.984 4.696 0.04 -0.03 -0.03
O 3.101 -2.199 -2.934 0.04 -0.06 -0.01
N 4.552 -2.141 -3.124 -0.03 0.14 0.20
N 2.007 -1.373 2.306 0.33 -0.13 -0.82
N 0.320 -0.066 -1.954 0.10 -0.26 0.68
C 1.191 -1.278 -1.883 0.45 -0.68 -0.45
C -1.030 -0.688 -1.426 -0.72 -0.26 -0.11
C 1.107 0.671 -5.583 0.09 -0.05 0.00
C 1.539 -2.692 1.842 0.08 0.44 0.17
C 1.093 0.050 -4.343 -0.05 -0.01 0.00
C -2.021 4.318 4.889 0.04 0.20 0.07
C -2.566 3.053 5.014 -0.14 0.10 0.25
C 0.361 -2.329 -2.636 0.01 -0.15 -0.09
C -1.343 2.762 -0.592 -0.15 -0.08 -0.30
C -0.553 -2.672 0.378 -0.21 0.17 0.32
C -1.340 1.325 1.897 0.16 -0.18 0.26
C 0.323 0.575 -3.307 -0.01 -0.03 -0.11
C -2.186 0.327 -1.369 0.07 -0.17 -0.34
C -1.007 3.667 2.822 0.07 -0.03 -0.17
C 3.807 0.285 2.474 -0.07 -0.06 -0.12
C -0.446 1.697 -3.545 0.08 0.09 -0.07
C -0.066 -2.029 5.380 0.04 0.19 -0.12
C 3.365 -1.114 2.123 0.03 -0.25 0.03
C -0.423 2.313 -4.786 -0.01 0.05 -0.02
C -2.262 1.553 -0.402 -0.31 0.21 0.11
C -1.568 2.402 2.926 0.05 -0.05 -0.08
C 0.006 -2.752 1.814 0.20 -0.39 -0.41
C -1.234 4.625 3.795 0.07 0.11 -0.11
C 0.361 1.813 -5.807 -0.13 0.14 -0.03
C 2.688 -1.077 -2.173 0.03 0.30 -0.05
C -1.128 -1.907 -2.398 -0.06 -0.23 -0.16
C -2.342 2.101 4.039 -0.08 -0.17 -0.04
C -0.847 -1.201 0.033 0.82 -0.13 -0.19
H -0.363 1.455 1.420 -0.06 0.18 -0.23
H -3.164 2.820 5.884 -0.06 -0.09 0.00
H -2.204 5.071 5.643 -0.02 0.00 0.08
H -1.736 -0.936 0.594 0.00 0.21 0.01
H 3.239 -1.032 -1.231 -0.03 -0.17 0.05
H 2.900 -0.145 -2.697 -0.02 0.04 -0.09
H 0.172 -3.150 -0.272 -0.02 -0.08 -0.13
H -1.284 0.377 2.438 -0.03 -0.11 -0.05
H -0.185 -1.948 6.462 -0.01 -0.02 0.00
H 4.354 0.707 1.634 0.08 0.03 0.01
H -0.393 -0.143 4.984 -0.06 0.00 0.03
H 1.959 -2.905 0.853 0.05 -0.08 -0.04
H -0.493 -2.972 5.050 -0.03 0.00 -0.01
H 1.189 -1.644 -0.868 -0.26 0.48 0.28
H -1.718 3.365 -1.418 0.08 0.00 -0.10
H -0.309 -3.704 2.239 -0.06 0.07 0.17
H -1.010 -1.105 -5.523 -0.12 0.09 -0.20
H 0.626 0.590 -1.233 -0.05 0.31 -0.22
H -1.030 3.191 -4.953 -0.03 0.01 0.04
H -1.090 2.113 -2.803 0.01 0.07 0.24
H 0.610 -2.478 -3.685 0.04 0.26 -0.04
H -3.255 1.936 -0.649 -0.03 -0.04 0.01
H -0.387 -1.943 2.430 -0.20 -0.13 0.19
H -1.427 3.398 0.284 0.09 -0.06 0.01
H 1.975 -3.436 2.504 -0.08 -0.03 0.08
H -0.386 3.914 1.970 0.09 0.01 0.02
H -2.434 0.659 -2.373 0.02 0.18 -0.06
H -1.564 -2.784 -1.908 -0.25 0.39 0.49
H 2.980 0.937 2.748 -0.02 0.01 0.03
H 1.717 0.256 -6.373 0.03 -0.04 0.01
H 0.997 -2.011 5.127 0.01 -0.08 0.04
H 0.575 -3.285 -2.169 -0.08 -0.14 -0.10
H 4.493 0.207 3.316 0.04 0.07 0.03
H 0.375 2.312 -6.764 0.04 -0.04 -0.08
H -0.794 5.607 3.689 0.00 0.03 0.05
H -1.468 -3.260 0.304 -0.08 0.06 -0.01
H -2.767 1.111 4.140 -0.02 -0.07 0.01
H 1.469 -0.610 1.915 -0.26 0.13 0.56
H -3.047 -0.283 -1.099 -0.02 -0.07 0.12
H -0.297 2.545 -0.803 0.15 0.02 0.21
H -0.015 -0.625 0.444 -0.09 0.29 0.28
H 1.676 -0.845 -4.242 0.08 -0.04 0.02

Number 1: HOMO-LUMO gap 8.08 eV, molecular weight 2415.07 g mol⁻¹, F_max 4.7 eV/A. Number 2: HOMO-LUMO gap 8.90 eV, molecular weight 583.09 g mol⁻¹, F_max 0.9 eV/A.